(1)
Density functional theory data (ωB97M-V/def2-TZVPD) for 2 unconnected molecules or ions with the total composition C3H5NO2.

Element x y z (Å)
H 0.74 1.02 1.75
N 0.47 0.30 1.09
C 0.97 0.49 -0.06
C 0.59 -0.38 -1.22
H 1.64 1.33 -0.28
H -0.32 0.06 -1.65
H 0.34 -1.39 -0.88
H 1.36 -0.41 -1.99
O -2.11 0.04 2.22
C -2.01 -0.33 1.12
O -2.02 -0.71 0.02

Values from the calculation:
Molecular weight   87.08 g/mol
Strongest force on any atom   0.85 eV Å⁻¹
LUMO energy   0.843 eV
Frontier orbital gap   11.16 eV
SMILES   [H]/N=C/C.O=C=O
Relative energy (zero: lowest compared OMol25 entry of this formula, charge and spin)   6.7 kcal/mol

(2)
Density functional theory data (ωB97M-V/def2-TZVPD) for 3 unconnected molecules or ions with the total composition C5H11NO.

Element x y z (Å)
H -2.08 -0.36 0.03
N -1.39 0.28 -0.38
C -0.51 -0.24 -1.12
C -0.47 -1.67 -1.53
H 0.27 0.45 -1.48
H 0.54 -2.07 -1.54
H -1.09 -2.26 -0.85
H -0.88 -1.76 -2.55
C 1.29 0.26 1.79
C 1.68 -0.57 0.84
H 1.48 1.33 1.71
H 0.71 -0.07 2.64
H 2.20 -0.21 -0.04
H 1.43 -1.63 0.87
C -0.82 2.08 0.36
O 0.08 2.48 -0.37
H -0.59 1.51 1.29
H -1.85 2.45 0.33

Values from the calculation:
Molecular weight   101.15 g/mol
Strongest force on any atom   0.49 eV Å⁻¹
LUMO energy   0.889 eV
Frontier orbital gap   9.69 eV
SMILES   [H]/N=C\C.C=C.C=O
Relative energy (zero: lowest compared OMol25 entry of this formula, charge and spin)   77.8 kcal/mol

(3)
Density functional theory data (ωB97M-V/def2-TZVPD) for a single C5H8N2 molecule.

Element x y z (Å)
C -0.63 0.16 1.46
N -1.64 -0.10 0.72
C -1.59 0.17 -0.66
C -0.05 -0.22 -1.23
C 0.94 0.52 -0.32
C 1.47 -0.24 0.80
N 0.48 1.00 0.96
H -0.77 -0.53 2.50
H -1.97 -0.82 -1.14
H -1.99 1.11 -0.98
H 0.18 0.33 -2.16
H 0.20 -1.35 -1.27
H 1.75 1.15 -0.94
H 1.19 -1.33 1.17
H 2.43 0.12 1.09

Values from the calculation:
Molecular weight   96.13 g/mol
Strongest force on any atom   6.11 eV Å⁻¹
LUMO energy   1.055 eV
Frontier orbital gap   9.89 eV
SMILES   C1=NCC[C@@H]2CN12
Relative energy (zero: lowest compared OMol25 entry of this formula, charge and spin)   109.8 kcal/mol

(4)
Density functional theory data (ωB97M-V/def2-TZVPD) for a molecular structure, C57H64N14NaS5.

Element x y z (Å)
Na -0.80 -1.49 -0.16
C -5.21 -1.47 3.12
N -4.63 -2.61 2.44
C -4.47 -3.86 3.01
C -3.87 -4.63 2.10
N -3.64 -3.85 0.97
C -4.09 -2.57 1.20
S -4.07 -1.22 0.20
C -2.93 -4.35 -0.16
C -3.14 -5.67 -0.54
C -2.41 -6.16 -1.61
C -1.53 -5.31 -2.27
C -1.43 -4.01 -1.83
N -2.11 -3.53 -0.78
H -6.03 -1.81 3.75
H -5.59 -0.78 2.37
H -4.46 -0.96 3.73
H -4.81 -4.08 4.00
H -3.55 -5.65 2.15
H -3.87 -6.28 -0.04
H -2.55 -7.18 -1.93
H -0.94 -5.65 -3.11
H -0.77 -3.30 -2.33
N 0.81 -1.42 -2.73
C 2.23 -1.44 -3.00
C 2.89 -2.19 -1.85
C 2.54 -3.68 -1.85
C 2.53 -4.30 -0.46
N 1.34 -3.85 0.28
H 0.24 -1.10 -3.51
H 0.62 -0.82 -1.94
H 2.69 -0.44 -3.09
H 2.42 -1.96 -3.94
H 2.56 -1.72 -0.92
H 3.98 -2.06 -1.89
H 3.24 -4.22 -2.49
H 1.54 -3.81 -2.28
H 3.48 -4.06 0.05
H 2.48 -5.38 -0.54
H 1.32 -2.84 0.39
H 1.34 -4.25 1.21
N 1.06 -1.06 0.98
S 1.93 -0.03 1.49
N 2.21 1.40 0.65
S 1.47 2.73 0.59
N -0.04 2.93 0.32
S -0.80 1.96 -0.82
N -0.59 0.54 -0.74
C -0.31 2.81 -2.32
C -0.88 4.01 -2.72
C -0.35 4.66 -3.83
C 0.73 4.12 -4.51
C 1.28 2.91 -4.10
C 0.75 2.24 -3.00
C -2.48 2.52 -0.58
C -2.89 3.40 0.41
C -4.25 3.66 0.55
C -5.16 3.06 -0.30
C -4.74 2.17 -1.28
C -3.39 1.89 -1.42
C 1.67 3.68 2.08
C 0.72 4.61 2.46
C 0.94 5.36 3.61
C 2.09 5.17 4.36
C 3.03 4.22 3.97
C 2.82 3.47 2.82
C 2.46 3.64 -0.59
C 3.61 3.09 -1.12
C 4.37 3.85 -2.00
C 3.97 5.14 -2.32
C 2.81 5.68 -1.78
C 2.04 4.92 -0.90
C 3.65 -0.51 1.66
C 3.82 -1.84 2.03
C 5.10 -2.34 2.17
C 6.20 -1.53 1.94
C 6.02 -0.20 1.56
C 4.74 0.31 1.42
C 1.53 0.67 3.09
C 0.27 1.24 3.20
C -0.11 1.83 4.39
C 0.75 1.82 5.48
C 2.00 1.22 5.37
C 2.40 0.65 4.17
H -1.71 4.44 -2.18
H -0.79 5.59 -4.16
H 1.14 4.63 -5.37
H 2.12 2.48 -4.63
H 1.14 1.29 -2.67
H -2.16 3.86 1.06
H -4.58 4.35 1.32
H -6.22 3.27 -0.18
H -5.46 1.68 -1.92
H -3.04 1.17 -2.15
H -0.18 4.74 1.87
H 0.21 6.10 3.92
H 2.26 5.75 5.25
H 3.93 4.07 4.55
H 3.55 2.73 2.51
H 3.88 2.07 -0.89
H 5.27 3.43 -2.43
H 4.57 5.74 -3.00
H 2.50 6.68 -2.04
H 1.13 5.33 -0.48
H 2.95 -2.46 2.19
H 5.25 -3.38 2.46
H 7.20 -1.93 2.04
H 6.88 0.43 1.37
H 4.60 1.34 1.12
H -0.41 1.22 2.35
H -1.09 2.30 4.47
H 0.46 2.29 6.41
H 2.67 1.21 6.22
H 3.38 0.20 4.08
C -1.26 1.46 -6.24
C -2.36 0.44 -6.52
C -2.73 -0.35 -5.30
N -1.93 -0.61 -4.33
N -2.48 -1.40 -3.35
C -3.71 -1.71 -3.61
N -4.47 -2.50 -2.79
S -4.30 -1.05 -5.10
H -1.00 1.99 -7.15
H -0.37 0.96 -5.86
H -1.58 2.18 -5.49
H -2.04 -0.26 -7.30
H -3.26 0.94 -6.91
H -4.22 -2.38 -1.81
H -5.47 -2.44 -2.93
C -0.18 -4.98 2.80
C -0.73 -3.64 3.16
N -1.19 -2.76 2.31
C -1.59 -1.68 3.07
C -1.37 -1.93 4.39
N -0.82 -3.19 4.44
H 0.91 -4.98 2.83
H -0.50 -5.23 1.79
H -0.53 -5.76 3.49
H -2.01 -0.80 2.61
H -1.53 -1.34 5.28
H -0.52 -3.68 5.26

Values from the calculation:
Net charge   +1
Molecular weight   1128.56 g/mol
Strongest force on any atom   1.27 eV Å⁻¹
LUMO energy   -1.944 eV
Frontier orbital gap   7.45 eV

(5)
Density functional theory data (ωB97M-V/def2-TZVPD) for a single C24H29ClN4O3 molecule.

Element x y z (Å)
C 1.64 5.14 6.20
C 1.11 4.33 5.03
C -0.27 3.75 5.32
C -0.75 2.91 4.14
C -2.11 2.27 4.41
C 0.30 1.84 3.83
N 1.58 2.45 3.53
C 2.56 1.49 3.05
C 2.24 0.99 1.64
C 1.98 2.16 0.69
N 1.62 1.71 -0.64
C 0.35 1.61 -1.04
O -0.62 2.00 -0.41
C 0.19 0.97 -2.43
N 0.16 -0.49 -2.36
C 1.37 -1.11 -2.26
O 2.41 -0.47 -2.20
C 1.44 -2.60 -2.24
C 2.50 -3.18 -1.55
C 2.71 -4.55 -1.64
C 1.85 -5.28 -2.44
N 0.84 -4.74 -3.10
C 0.63 -3.45 -3.00
O -0.42 -2.98 -3.74
C -1.37 -2.29 -3.01
C -2.66 -2.83 -3.00
C -3.69 -2.20 -2.33
C -3.41 -1.03 -1.63
Cl -4.67 -0.24 -0.76
C -2.14 -0.49 -1.62
C -1.10 -1.11 -2.32
C 2.07 3.19 4.68
H 0.95 5.95 6.44
H 2.61 5.56 5.97
H 1.74 4.51 7.09
H 1.03 4.97 4.15
H -0.98 4.55 5.52
H -0.22 3.12 6.22
H -0.83 3.56 3.26
H -2.85 3.03 4.63
H -2.05 1.59 5.26
H -2.44 1.71 3.54
H -0.03 1.27 2.96
H 0.38 1.14 4.69
H 2.66 0.62 3.72
H 3.53 2.01 3.02
H 1.37 0.34 1.65
H 3.09 0.40 1.27
H 2.87 2.79 0.61
H 1.15 2.76 1.07
H 2.32 1.21 -1.17
H 1.04 1.25 -3.06
H -0.74 1.31 -2.88
H 3.16 -2.54 -0.98
H 3.52 -5.02 -1.11
H 1.97 -6.35 -2.57
H -2.83 -3.73 -3.56
H -4.68 -2.60 -2.35
H -1.95 0.42 -1.07
H 3.05 3.60 4.43
H 2.19 2.53 5.56

Values from the calculation:
Molecular weight   456.97 g/mol
Strongest force on any atom   0.70 eV Å⁻¹
LUMO energy   0.119 eV
Frontier orbital gap   8.66 eV
SMILES   C[C@@H]1C[C@H](C)CN(CCCNC(=O)CN2C(=O)c3cccnc3Oc3ccc(Cl)cc32)C1
Relative energy (zero: lowest compared OMol25 entry of this formula, charge and spin)   27.0 kcal/mol

Question: The lowest frontier orbital gap belongs to which entry?
Answer: C57H64N14NaS5